Record 1
Below is CH5ISi as an isolated structure, with properties calculated with ωB97M-V/def2-TZVPD.

Output
calculated total energy = -628.22838 Ha
LUMO energy = 0.40 eV
E_HOMO = -9.07 eV
Kohn-Sham gap = 9.463 eV
ΔE to the lowest compared entry with this formula, charge and spin = 35.9 kcal/mol

Positions of all 8 atoms, in Å:
1 C 0.0989 -0.8576 0.4015
2 Si -0.0956 0.7523 -0.7331
3 I 0.9792 -0.2320 2.2452
4 H -0.9603 -1.0907 0.5478
5 H 0.7630 -1.5974 -0.1286
6 H 0.7754 1.6236 0.0097
7 H -0.2049 0.2891 -2.1313
8 H -1.3558 1.1129 -0.2112

---

Record 2
Below is one molecule with the formula CH5N, with properties calculated with ωB97M-V/def2-TZVPD.

Output
SMILES = CN
calculated total energy = -95.78809 Ha
LUMO energy = 0.86 eV
E_HOMO = -9.20 eV
Kohn-Sham gap = 10.067 eV
ΔE to the lowest compared entry with this formula, charge and spin = 31.7 kcal/mol

Positions of all 7 atoms, in Å:
1 C 0.5059 -0.0052 -0.1402
2 H 0.9105 -0.7917 -0.4404
3 H 1.0900 0.8317 -0.6134
4 H 0.8982 -0.0918 0.9652
5 H -1.2235 -0.7970 0.1094
6 H -1.2907 0.8649 0.3755
7 N -0.8905 -0.0109 -0.2561

---

Record 3
Below is an isolated ion of composition CH5N2O and charge +1, with properties calculated with ωB97M-V/def2-TZVPD.

Output
SMILES = C[N+](N)=O
calculated total energy = -225.45657 Ha
LUMO energy = -6.48 eV
E_HOMO = -17.79 eV
Kohn-Sham gap = 11.315 eV
charge = +1
ΔE to the lowest compared entry with this formula, charge and spin = 94.4 kcal/mol

Positions of all 9 atoms, in Å:
1 C -0.5755 -0.8054 0.1126
2 N 0.4505 1.1778 -0.2071
3 N 0.6035 -0.0097 0.1534
4 O 1.6633 -0.5361 0.2272
5 H -1.4610 -0.4621 0.7468
6 H -0.3470 -1.8296 0.4598
7 H -0.9195 -0.9556 -1.0678
8 H -0.5059 1.4632 -0.4468
9 H 1.0915 1.9575 0.0218

---

Q: Which formula does entry 2 have?
A: CH5N

---

Q: What is the formula in the first record?
A: CH5ISi